Entry 1:
{
  "formula": "C23H48Ca2NO7",
  "method": "the ωB97M-V functional and the def2-TZVPD basis",
  "species": ["Ca", "Ca", "O", "C", "O", "O", "H", "C", "C", "C", "O", "C", "H", "H", "H", "H", "H", "H", "H", "H", "C", "C", "C", "O", "C", "H", "H", "H", "H", "H", "H", "H", "H", "C", "C", "C", "O", "C", "H", "H", "H", "H", "H", "H", "H", "H", "C", "C", "C", "O", "C", "H", "H", "H", "H", "H", "H", "H", "H", "C", "C", "N", "C", "C", "C", "C", "H", "H", "H", "H", "H", "H", "H", "H", "H", "H", "H", "H", "H", "H", "H"],
  "coordinates": [[3.925, 0.439, -2.197], [2.451, 3.781, 2.479], [1.104, -3.181, 2.161], [1.720, -2.280, 1.404], [2.115, -1.179, 1.824], [1.837, -2.623, 0.272], [0.903, -3.852, 1.504], [-6.275, -3.838, 0.653], [-7.534, -3.048, 0.361], [-7.371, -2.440, -1.043], [-5.977, -2.223, -1.031], [-5.305, -3.362, -0.381], [-6.431, -4.916, 0.596], [-6.032, -3.470, 1.650], [-7.623, -2.246, 1.094], [-8.462, -3.620, 0.348], [-7.951, -1.574, -1.359], [-7.628, -3.201, -1.779], [-4.454, -2.957, 0.167], [-4.842, -4.093, -1.045], [-1.495, 1.926, -6.701], [-2.007, 0.599, -6.176], [-1.256, 0.378, -4.865], [0.070, 0.935, -5.103], [-0.066, 1.963, -6.073], [-2.084, 2.775, -6.354], [-1.382, 1.996, -7.783], [-1.749, -0.237, -6.825], [-3.087, 0.483, -6.089], [-1.259, -0.671, -4.569], [-1.810, 0.839, -4.048], [0.608, 1.864, -6.924], [0.139, 2.903, -5.560], [5.054, -4.256, -7.273], [6.098, -3.232, -7.607], [5.743, -1.920, -7.011], [4.652, -2.285, -6.114], [3.949, -3.444, -6.614], [5.315, -5.021, -6.542], [4.906, -4.842, -8.180], [6.117, -2.983, -8.667], [7.118, -3.422, -7.274], [5.409, -1.172, -7.731], [6.611, -1.416, -6.586], [3.298, -3.111, -7.423], [3.482, -3.956, -5.772], [4.694, -2.004, 7.436], [5.978, -2.593, 6.982], [6.764, -1.454, 6.440], [6.418, -0.351, 7.260], [5.024, -0.530, 7.645], [4.260, -2.535, 8.283], [3.930, -2.112, 6.666], [5.980, -3.345, 6.193], [6.538, -3.002, 7.823], [6.445, -1.139, 5.447], [7.839, -1.632, 6.461], [4.398, 0.063, 6.978], [4.743, -0.064, 8.589], [-1.566, 6.354, 2.287], [-2.203, 5.461, 3.368], [-1.904, 4.012, 3.198], [-2.427, 3.449, 1.977], [-3.889, 3.790, 1.754], [-2.341, 3.188, 4.343], [-1.953, 3.681, 5.778], [-0.494, 6.184, 2.179], [-1.788, 7.389, 2.545], [-1.954, 6.249, 1.274], [-1.776, 5.782, 4.318], [-3.242, 5.780, 3.457], [-1.888, 3.882, 1.134], [-2.194, 2.386, 1.916], [-3.964, 4.876, 1.802], [-4.252, 3.304, 0.849], [-4.536, 3.488, 2.578], [-1.977, 2.163, 4.266], [-3.423, 3.106, 4.439], [-2.271, 4.706, 5.966], [-0.917, 3.465, 6.040], [-2.596, 3.196, 6.512]],
  "fmax_ev_per_a": 5.8,
  "e_above_lowest_kj_mol": 1044.9,
  "e_tot_ev": -77292.2993,
  "total_charge": 3,
  "gap_ha": 0.0507
}


Entry 2:
{
  "formula": "C23H48ClF2N4O11P2",
  "method": "the ωB97M-V functional and the def2-TZVPD basis",
  "species": ["C", "C", "C", "F", "N", "C", "P", "N", "O", "C", "N", "F", "C", "O", "P", "O", "O", "O", "C", "C", "N", "C", "C", "C", "C", "C", "C", "O", "C", "C", "O", "C", "O", "C", "C", "C", "Cl", "H", "H", "H", "H", "H", "H", "H", "H", "H", "H", "H", "H", "H", "H", "H", "H", "H", "H", "H", "H", "H", "H", "H", "H", "H", "H", "H", "H", "H", "H", "H", "H", "H", "H", "H", "H", "H", "H", "H", "H", "H", "H", "C", "O", "C", "O", "O", "C", "H", "H", "H", "H", "H", "H"],
  "coordinates": [[1.417, 3.338, 2.143], [0.081, 3.810, 1.326], [-0.196, 2.924, -0.075], [0.853, 3.418, -0.952], [-0.401, 1.466, 0.191], [-1.912, 1.220, -0.074], [-3.004, 2.203, 1.210], [-4.268, 1.272, 1.976], [-3.869, 3.426, 0.249], [-2.330, -0.358, -0.093], [-2.239, -0.896, 1.267], [-3.805, -0.361, -0.445], [-1.561, -1.074, -1.341], [-2.486, -0.741, -2.489], [-1.802, -2.937, -1.215], [-1.568, -3.764, -2.579], [-3.518, -3.276, -0.866], [-0.961, -3.817, 0.013], [-0.013, -0.474, -1.628], [1.058, -1.711, -1.976], [1.036, -2.234, -3.363], [-0.054, 0.417, -3.002], [1.127, 1.267, -3.609], [2.686, 0.878, -3.634], [3.289, 0.499, -5.152], [3.984, -0.956, -5.286], [4.933, -1.460, -4.060], [4.188, -2.584, -3.400], [5.119, -3.530, -2.767], [4.776, -5.167, -2.791], [6.219, -3.138, -2.121], [0.527, 0.418, -0.294], [1.939, 0.877, -0.556], [0.947, -0.773, 0.814], [1.308, -0.242, 2.326], [1.623, -1.626, 3.213], [3.332, -2.296, 2.956], [1.721, 4.256, 2.844], [2.359, 3.122, 1.485], [1.101, 2.476, 2.867], [0.328, 4.905, 0.915], [-0.866, 3.931, 1.991], [-1.175, 3.451, -0.522], [-0.437, 1.455, 1.262], [-2.245, 1.659, -1.126], [-3.961, 0.543, 2.653], [-5.049, 0.960, 1.359], [-4.673, 3.642, 0.816], [-1.617, -0.275, 1.858], [-1.887, -1.850, 1.412], [-3.050, -1.523, -2.729], [-3.511, -4.217, -0.517], [-0.209, -4.330, -0.404], [2.188, -1.406, -1.733], [0.953, -2.641, -1.237], [0.112, -2.271, -3.832], [1.646, -1.676, -3.996], [-0.500, -0.200, -3.927], [-0.912, 1.229, -2.789], [1.042, 2.395, -3.216], [0.869, 1.441, -4.771], [3.098, 0.176, -2.801], [3.281, 1.899, -3.413], [4.098, 1.302, -5.510], [2.438, 0.555, -5.988], [4.680, -0.922, -6.256], [3.176, -1.797, -5.540], [5.079, -0.654, -3.204], [5.948, -1.893, -4.450], [5.490, -5.765, -3.505], [3.665, -5.395, -3.093], [4.920, -5.643, -1.706], [2.310, 1.326, 0.257], [1.995, -1.282, 0.524], [0.201, -1.666, 0.830], [2.193, 0.528, 2.355], [0.386, 0.260, 2.889], [0.793, -2.410, 2.864], [1.372, -1.406, 4.354], [-3.862, 3.791, 7.902], [-4.770, 2.717, 7.660], [-4.477, 1.975, 6.562], [-3.537, 2.156, 5.805], [-5.413, 0.998, 6.454], [-5.230, 0.134, 5.334], [-4.192, 4.316, 8.803], [-2.851, 3.410, 8.076], [-3.872, 4.500, 7.068], [-4.274, -0.394, 5.406], [-5.295, 0.696, 4.397], [-6.034, -0.608, 5.346]],
  "fmax_ev_per_a": 8.6,
  "e_above_lowest_kj_mol": 1244.9,
  "e_tot_ev": -89630.4677,
  "total_charge": 1,
  "gap_ha": 0.3207
}